No. 1
15
Properties=species:S:1:pos:R:3:forces:R:3:lowdin_charge:R:1 method="wB97M-V/def2-TZVPD" e_homo_ev=-13.28 gap_ev=8.6 e_above_lowest_ev=3.3995 total_energy_ev=-20576.92583 total_charge=+1
C 1.0630 -0.4082 -0.1783 -2.534 1.642 -0.532 0.0043
C 0.0831 2.6550 1.1976 -0.931 3.613 0.291 -0.1429
C 1.3471 3.1263 1.2152 0.604 -2.352 -0.209 -0.2751
C 1.1431 0.9448 0.2147 2.600 -0.589 1.005 -0.5491
C -0.9563 -1.9053 -0.7311 0.601 0.586 0.397 0.0682
N -1.1447 0.1848 0.0682 2.178 3.430 1.469 0.2867
N -0.2466 -0.6315 -0.3426 -0.660 -0.007 1.666 -0.2555
N 0.0317 1.4943 0.5853 -3.682 -5.485 -2.510 0.0200
S 2.4857 1.9121 0.6554 -0.799 0.560 -0.250 1.1577
H 1.7124 -0.9288 -0.7706 1.808 -1.506 -0.869 0.1125
H -0.8138 3.2681 1.3784 0.514 -0.668 0.162 0.1589
H 1.7655 4.0055 1.5496 0.362 1.889 0.763 0.0589
H -1.4744 -2.2918 0.1828 0.028 0.633 -1.033 0.1233
H -1.5871 -1.5239 -1.5759 0.478 -1.469 0.631 0.1276
H -0.0986 -2.5679 -0.8632 -0.566 -0.277 -0.983 0.1044

No. 2
15
Properties=species:S:1:pos:R:3:forces:R:3:lowdin_charge:R:1 method="wB97M-V/def2-TZVPD" e_homo_ev=-9.15 gap_ev=8.8 e_above_lowest_ev=5.7952 total_energy_ev=-11235.87197
C -1.1221 -1.4942 -2.1205 -7.824 -4.813 -11.416 -0.1920
C -0.3372 -1.0566 -1.1771 2.154 6.437 7.453 -0.3528
C 0.5165 1.0174 -0.3043 0.541 0.219 -1.101 -0.2674
C 0.2126 1.7981 1.0105 -3.167 -6.165 -1.845 0.0337
C 0.7252 0.2092 0.9138 5.921 5.482 -0.230 -0.2962
H 1.3904 1.5811 -0.7528 -0.765 -1.287 0.356 0.1530
H -0.8006 1.9585 1.3493 -0.666 -0.944 -0.196 0.0848
H 0.6489 2.6044 1.4026 3.195 2.727 0.594 0.0355
H 1.8748 0.1289 0.8802 -1.620 -0.588 1.498 0.1565
H -0.7731 -0.2572 1.7624 -2.884 -0.842 0.363 0.1118
H 0.1690 -2.5600 0.0620 -1.533 2.415 1.472 0.1866
N -1.8350 -1.7394 -3.0875 4.260 1.183 6.011 0.1790
N -0.1248 0.2292 -1.3687 -0.092 0.269 0.196 0.1623
N -0.1272 -0.7962 1.2577 1.853 -1.224 -0.613 -0.0237
N -0.4174 -1.6231 0.1724 0.628 -2.869 -2.540 0.0288

No. 3
17
Properties=species:S:1:pos:R:3:forces:R:3:lowdin_charge:R:1 method="wB97M-V/def2-TZVPD" e_homo_ev=-9.84 gap_ev=10.3 e_above_lowest_ev=2.1226 total_energy_ev=-15335.89409
C -2.6763 -0.6940 -1.0145 2.403 -2.042 -0.878 -0.1560
C -1.2960 -0.9837 -0.8343 -1.099 0.226 -0.402 0.0072
C 2.3184 -0.5247 -0.1823 -0.753 -0.681 0.141 -0.5418
C 0.8662 1.2292 0.4435 -0.407 1.114 0.950 -0.1085
C 0.2702 -0.1419 0.8717 0.463 0.871 3.069 -0.2382
N -3.1099 -0.0560 0.0164 -0.104 2.708 1.989 -0.0088
N -2.1145 0.2706 0.7704 0.224 0.279 2.780 0.0304
N -1.0267 -0.3438 0.3433 -1.026 -1.690 -3.535 -0.1206
N 2.0390 0.7922 -0.2494 2.564 2.940 0.479 0.0816
O 3.2355 -1.1180 -0.6595 -0.217 -0.117 0.483 0.1405
O 1.2539 -1.1313 0.5102 -0.931 0.563 -0.391 0.0642
H -3.4724 -0.8497 -1.6709 -0.209 -1.130 -1.761 0.0807
H -0.5311 -1.5660 -1.3596 -0.602 0.421 0.213 0.1259
H 0.3368 1.9795 -0.1748 -0.720 -1.353 -0.290 0.1310
H 0.9528 1.9005 1.3390 0.972 -1.012 -0.248 0.1316
H 0.0783 -0.1973 2.0221 0.790 0.188 -1.947 0.1899
H 2.8758 1.4342 -0.1715 -1.349 -1.285 -0.650 0.1910

No. 4
17
Properties=species:S:1:pos:R:3:forces:R:3:lowdin_charge:R:1 method="wB97M-V/def2-TZVPD" e_homo_ev=-9.13 gap_ev=9.9 e_above_lowest_ev=0.0000 total_energy_ev=-15338.01672
O 1.5069 -0.5311 1.5516 3.618 -0.269 -1.267 0.0496
O 1.0550 0.9440 -3.1908 0.815 -0.143 0.290 0.0143
N -2.2937 0.6562 -0.6194 -0.100 -0.249 -1.545 0.0446
C 0.3138 -0.4644 1.6161 -0.667 0.181 0.748 -0.5395
C 1.7803 0.4408 -2.3426 -2.045 0.020 -0.693 -0.2861
C -1.8685 0.2968 0.5547 0.553 -0.455 0.130 -0.1096
C -0.4893 -0.0613 0.4922 -1.698 -0.266 1.998 -0.1192
C -0.0919 0.0853 -0.7916 -0.768 0.723 -1.046 -0.1938
N -0.1863 -0.7341 2.8360 -1.781 0.006 0.325 0.1725
N -1.2292 0.4736 -1.4868 1.423 -0.101 1.215 0.0770
N 1.2272 -0.0663 -1.1944 1.262 -0.450 0.220 0.1268
H 2.8592 0.3029 -2.4897 -0.054 0.024 0.369 0.1367
H -2.5238 0.2339 1.4431 0.366 0.361 -0.870 0.1215
H -1.1726 -0.7816 3.0418 0.279 -0.075 0.068 0.0979
H 0.5038 -1.0455 3.4952 -0.149 -0.004 0.164 0.1131
H -1.2386 0.6743 -2.4816 -0.275 0.220 0.452 0.1488
H 1.8476 -0.4236 -0.4337 -0.777 0.476 -0.557 0.1454

No. 5
18
Properties=species:S:1:pos:R:3:forces:R:3:lowdin_charge:R:1 method="wB97M-V/def2-TZVPD" e_homo_ev="-11.79 / -13.49" gap_ev="6.2 / 8.1" e_above_lowest_ev=7.5237 total_energy_ev=-16812.99414 total_charge=+1
C 1.5415 -0.4347 0.2999 3.027 -0.190 0.647 -0.0805
C -2.4344 0.6740 -0.2374 -0.730 0.754 -1.039 -0.3130
C -0.1167 1.7666 0.0987 -2.879 -0.120 -0.506 -0.1166
C 0.3449 -1.2343 0.0384 0.379 -2.462 0.775 -0.2218
C -1.9003 -0.6708 0.1349 -3.441 -2.344 2.659 -0.2126
N 2.7008 -0.5840 -0.3931 -3.670 -2.209 -1.375 0.1072
N 3.7484 0.0034 -0.3099 1.215 1.552 0.895 -0.1193
N 4.7148 0.5443 -0.3735 0.599 0.066 0.024 0.3231
N -1.3951 1.8229 -0.0937 0.524 0.684 -0.259 0.1895
N -0.7462 -0.8544 0.8285 2.174 1.565 0.734 -0.0004
O -3.4861 0.9403 -0.7103 1.289 0.002 0.763 0.1960
O 1.0080 1.4879 0.1754 0.850 0.407 -0.248 0.1747
H 1.6863 -0.0766 1.3003 -0.289 -0.192 0.631 0.1418
H 0.0732 -1.4610 -0.9804 0.425 0.202 -0.839 0.1277
H 0.7343 -2.3277 0.4446 -0.559 2.189 -0.609 0.2360
H -2.7197 -1.0060 1.0278 1.262 0.678 -2.868 0.2273
H -1.9484 -1.2929 -0.7725 -0.621 0.106 0.030 0.1452
H -1.8052 2.7031 -0.4778 0.443 -0.689 0.586 0.1955

No. 6
13
Properties=species:S:1:pos:R:3:forces:R:3:lowdin_charge:R:1 method="wB97M-V/def2-TZVPD" e_homo_ev="-14.48 / -14.48" gap_ev="7.7 / 7.7" e_above_lowest_ev=7.9860 total_energy_ev=-8804.96508 total_charge=+1
C 0.2033 -0.2318 -0.3514 0.782 -0.824 0.576 0.0832
C 1.7697 -0.3960 -0.1161 -1.170 2.269 0.043 -0.1622
C 3.1016 -1.0151 -0.4225 -4.049 0.875 1.124 0.3060
C -1.0024 0.0017 -0.1502 4.936 -0.999 -1.623 -0.0628
C -2.4017 0.1882 -0.0603 -0.165 2.007 -0.059 -0.0595
N 2.2510 0.7306 0.4586 1.577 0.519 0.256 0.0201
O 1.8529 1.9495 0.4031 -1.829 -0.239 -0.958 0.1152
H 3.0294 -1.6452 -1.3089 0.864 -0.047 0.128 0.0991
H 3.9837 -0.8366 0.2809 -1.484 -0.155 -1.311 0.1424
H 0.9750 2.2215 -0.1288 1.712 -1.639 0.987 0.2205
H -2.5515 0.6240 0.9132 -0.794 -0.087 0.464 0.1026
H -2.9121 -0.6919 -0.2593 -0.954 -1.983 0.296 0.0794
H -2.8343 0.8595 -0.8115 0.575 0.304 0.076 0.1161

No. 7
14
Properties=species:S:1:pos:R:3:forces:R:3:lowdin_charge:R:1 method="wB97M-V/def2-TZVPD" e_homo_ev=-14.13 gap_ev=8.7 e_above_lowest_ev=2.0419 total_energy_ev=-10856.70251 total_charge=+1
O -0.2923 2.5451 1.4125 1.463 -2.167 -1.319 -0.0076
C -0.2292 1.2924 0.7425 0.386 -1.892 -1.152 -0.1778
C -0.6263 1.2539 -0.7816 1.240 -4.347 2.092 0.1135
C -0.5277 -0.1516 -1.4682 0.739 1.634 3.750 0.0832
C -0.0304 -1.3561 -0.6300 -0.583 1.791 -0.519 -0.1830
O 0.0966 -2.6271 -1.2572 1.123 2.939 1.495 0.0380
N 0.3135 -1.2425 0.7805 -1.077 3.112 -1.773 0.1188
C 0.2565 0.0260 1.5096 -1.301 1.109 -3.417 0.1027
H 0.6151 2.9384 1.2979 -1.193 -0.209 0.315 0.1435
H -0.9792 2.1844 -1.3594 0.660 -1.621 1.192 0.1422
H -0.8195 -0.1984 -2.5764 0.647 -0.486 1.989 0.1363
H 1.0312 -2.6223 -1.6039 -1.135 -0.375 0.208 0.1517
H 0.6173 -2.0759 1.3169 -0.305 0.548 -0.772 0.1778
H 0.5745 0.0336 2.6170 -0.662 -0.036 -2.090 0.1607

No. 8
17
Properties=species:S:1:pos:R:3:forces:R:3:lowdin_charge:R:1 method="wB97M-V/def2-TZVPD" e_homo_ev=-3.61 gap_ev=6.0 e_above_lowest_ev=1.5587 total_energy_ev=-19935.69636 total_charge=-1
H -1.0285 -1.3809 -3.4295 0.480 -0.159 0.208 0.0235
O 1.0308 0.4824 -2.1708 -2.763 0.339 0.292 0.0016
C -0.6317 -1.2508 -2.4232 -0.755 -0.548 -0.495 -0.0598
C -0.0515 -0.0886 -2.0873 2.760 -0.357 0.632 -0.3498
H -0.8147 -1.9929 -1.6465 -0.686 0.588 -0.148 0.0320
H -2.9336 0.6622 -0.0057 0.070 0.100 0.109 0.0987
C -1.9007 0.9180 0.3190 0.068 -0.394 -0.485 -0.3370
C -1.9086 2.3676 0.8194 -0.008 1.131 -0.975 -0.3504
O -0.6430 2.8885 1.0023 1.931 -0.200 0.916 -0.3024
C 0.5360 4.4976 1.0254 0.019 0.849 0.331 -0.4914
O 0.1859 5.2503 1.8818 -0.080 -1.129 -0.917 0.0984
O 1.3645 4.2438 0.1872 -0.943 -0.584 0.647 0.0568
Na 0.9819 1.7573 -0.1083 -0.710 0.387 -0.238 0.5736
O -0.9996 0.8503 -0.7391 1.230 0.032 -0.121 -0.2991
H -1.6767 0.2118 1.1450 0.222 0.111 -0.007 0.0971
H -2.5600 2.4427 1.7156 -0.015 0.114 -0.200 0.0988
H -2.2966 2.9544 -0.0444 -0.821 -0.282 0.453 0.1097

No. 9
12
Properties=species:S:1:pos:R:3:forces:R:3:lowdin_charge:R:1 method="wB97M-V/def2-TZVPD" e_homo_ev=-10.16 gap_ev=11.2 e_above_lowest_ev=2.7387 total_energy_ev=-7326.54586
C 2.7099 -0.3883 0.2340 -0.444 -0.141 -0.150 0.1089
C 1.5609 -0.5692 -0.0773 0.467 0.130 0.143 -0.1351
C 0.1602 -0.7917 -0.4468 -0.030 -0.030 -0.067 -0.1621
C -0.8244 -0.0615 0.4410 0.205 -0.057 0.157 -0.3155
C -1.4373 1.1912 0.0100 0.126 0.337 0.002 -0.1117
O -2.1448 -0.0399 -0.0716 -0.191 -0.075 -0.040 -0.0374
H 3.7395 -0.2651 0.4897 -0.205 0.028 -0.022 0.0239
H -0.0625 -1.8642 -0.3963 0.054 0.114 -0.012 0.1283
H -0.0211 -0.4776 -1.4809 0.099 -0.057 0.108 0.1276
H -0.7349 -0.2680 1.5062 -0.086 0.009 -0.080 0.1474
H -1.1111 1.6240 -0.9316 -0.104 -0.082 -0.067 0.1138
H -1.8344 1.9103 0.7237 0.108 -0.176 0.028 0.1120